1.
{
  "formula": "C13H19N2O3S",
  "method": "wB97M-V/def2-TZVPD",
  "species": ["C", "H", "C", "C", "H", "H", "O", "C", "C", "C", "C", "C", "C", "C", "O", "O", "C", "H", "H", "H", "H", "C", "H", "H", "S", "C", "N", "H", "N", "H", "H", "H", "H", "H", "H", "H", "H", "H"],
  "coordinates": [[-4.099657, -2.386148, -0.496979], [-4.946933, -3.060432, -0.413026], [-4.213904, -1.266795, 0.530303], [-3.032243, -0.303076, 0.454081], [-2.896783, 0.045721, -0.576703], [-3.200105, 0.558576, 1.109407], [-1.873309, -0.999517, 0.894236], [-0.669682, -0.810206, 0.363542], [0.245900, -1.853223, 0.607617], [1.493788, -1.869390, 0.041396], [1.890376, -0.841033, -0.818305], [1.020205, 0.218871, -1.025544], [-0.237500, 0.270563, -0.422995], [-0.983721, 1.541669, -0.667243], [-1.048362, 2.082509, -1.739967], [-1.454096, 2.066738, 0.470087], [-2.144826, 3.307891, 0.350989], [-2.298741, 3.668107, 1.364421], [-3.102074, 3.159644, -0.151710], [-1.550313, 4.016729, -0.227664], [1.274391, 1.024797, -1.702846], [3.215788, -0.879172, -1.504804], [3.364119, -0.033668, -2.175631], [3.342213, -1.805057, -2.068955], [4.660864, -0.934491, -0.357959], [4.555311, 0.531247, 0.549944], [3.519563, 1.344808, 0.471121], [2.672176, 1.067549, -0.022625], [5.588080, 0.807413, 1.334205], [6.386697, 0.192303, 1.355923], [5.608217, 1.625031, 1.925121], [3.487479, 2.191344, 1.020303], [2.163840, -2.693295, 0.235768], [-0.085375, -2.661259, 1.239655], [-4.250867, -1.688243, 1.535349], [-5.128793, -0.697555, 0.362844], [-3.188848, -2.958196, -0.336831], [-4.082873, -1.980770, -1.506537]],
  "atomic_forces_ev_per_a": [[-0.07, 0.12, 0.19], [-0.04, -0.12, -0.06], [0.46, 0.02, -0.24], [-0.87, 0.23, 0.09], [-0.01, -0.05, 0.06], [0.10, -0.16, -0.17], [0.17, -0.14, 0.28], [0.54, 0.08, -0.29], [-0.14, 0.07, 0.01], [-0.12, 0.18, -0.09], [-0.27, 0.19, 0.01], [-0.03, -0.48, -0.10], [-0.25, -0.10, 0.18], [0.04, 0.21, 0.01], [-0.03, -0.03, 0.05], [0.26, -0.34, 0.12], [-0.15, 0.38, -0.20], [0.00, -0.04, -0.05], [0.05, 0.01, 0.03], [-0.08, -0.04, 0.08], [0.05, 0.09, -0.08], [0.24, 0.18, 0.20], [-0.03, -0.07, -0.06], [0.13, 0.07, -0.01], [0.01, -0.22, -0.15], [-0.23, 0.08, -0.16], [0.12, 0.10, 0.06], [0.19, 0.00, 0.19], [0.01, 0.01, 0.04], [-0.01, 0.06, -0.02], [-0.02, -0.08, -0.01], [0.00, -0.02, -0.03], [0.05, -0.14, 0.06], [-0.05, -0.11, 0.07], [-0.08, 0.09, 0.08], [-0.01, 0.06, 0.08], [0.07, -0.10, -0.03], [0.00, 0.00, -0.13]],
  "nbo_charge": [-0.61, 0.22, -0.41, -0.06, 0.18, 0.20, -0.48, 0.37, -0.23, -0.17, -0.13, -0.22, -0.17, 0.77, -0.58, -0.51, -0.27, 0.21, 0.20, 0.20, 0.24, -0.52, 0.25, 0.27, 0.34, 0.35, -0.75, 0.45, -0.74, 0.44, 0.42, 0.42, 0.22, 0.24, 0.21, 0.22, 0.21, 0.20],
  "total_charge": 1,
  "homo_ev": -11.66,
  "lumo_energy_ev": -2.9,
  "total_energy_ha": -1239.9836
}


2.
{
  "formula": "C13H19N3O2PRuS3",
  "method": "wB97M-V/def2-TZVPD",
  "species": ["Ru", "C", "C", "O", "P", "S", "S", "O", "C", "C", "H", "H", "H", "H", "H", "H", "H", "H", "H", "H", "C", "N", "C", "C", "N", "C", "S", "C", "C", "C", "C", "C", "N", "H", "H", "H", "H", "H", "H", "H", "H", "H"],
  "coordinates": [[0.217254, -0.374162, -0.022665], [-3.603910, -1.311422, -5.398573], [-3.043653, -2.013912, -4.195848], [-1.863405, -1.229563, -3.717038], [-1.566654, -0.893609, -2.248433], [0.039108, 0.388932, -2.134424], [-0.884842, -2.259148, -0.937971], [-2.883584, -0.213235, -1.733503], [-3.159356, 0.124314, -0.347546], [-3.999925, 1.372947, -0.319151], [-4.439873, -1.894542, -5.785734], [-2.853779, -1.228014, -6.182826], [-3.968657, -0.319089, -5.138518], [-2.647563, -2.999946, -4.422880], [-3.759232, -2.076431, -3.377495], [-2.206969, 0.265482, 0.189379], [-3.655833, -0.734629, 0.102093], [-3.455949, 2.220580, -0.735288], [-4.273172, 1.600498, 0.711002], [-4.915887, 1.233897, -0.890738], [3.176770, -3.273203, 3.053434], [3.227922, -1.812994, 2.900856], [4.155926, -0.995457, 3.494096], [3.886327, 0.262413, 3.106265], [2.765902, 0.224139, 2.272604], [2.387395, -1.080705, 2.164677], [1.069718, -1.854748, 1.360012], [2.203426, 1.410965, 1.688537], [2.725556, 2.629935, 2.104488], [2.250135, 3.809278, 1.567429], [1.245660, 3.751106, 0.619025], [0.771179, 2.514085, 0.260628], [1.228319, 1.342588, 0.765086], [3.978539, -3.562263, 3.725384], [3.320416, -3.747183, 2.085370], [2.222594, -3.568489, 3.482507], [4.933486, -1.376634, 4.132629], [4.417454, 1.157133, 3.353999], [3.494254, 2.685400, 2.852795], [2.660530, 4.754974, 1.894266], [0.828746, 4.637262, 0.163612], [-0.024373, 2.433452, -0.461543]],
  "atomic_forces_ev_per_a": [[-0.18, -0.51, -0.42], [0.01, 0.00, 0.00], [0.00, 0.02, -0.03], [0.12, -0.26, 0.10], [-0.08, 0.47, 0.01], [-0.02, 0.02, -0.04], [-0.05, 0.17, 0.24], [0.07, -0.07, -0.15], [-0.05, 0.01, 0.14], [0.00, -0.01, -0.01], [0.00, -0.01, 0.01], [0.00, 0.00, 0.00], [0.00, 0.00, 0.00], [0.00, 0.00, -0.01], [0.00, 0.01, -0.01], [-0.17, 0.07, -0.11], [-0.03, 0.00, -0.04], [-0.01, 0.01, 0.00], [0.01, 0.01, 0.00], [0.00, -0.01, 0.00], [0.01, 0.01, 0.02], [-0.01, -0.02, -0.01], [0.00, 0.08, -0.03], [0.03, -0.04, 0.02], [-0.01, -0.01, -0.13], [-0.01, -0.05, 0.03], [0.24, 0.18, 0.07], [0.05, 0.07, -0.01], [-0.05, -0.02, 0.03], [0.01, -0.03, 0.00], [-0.03, -0.03, -0.02], [-0.09, 0.03, 0.07], [0.22, -0.09, 0.29], [0.00, 0.00, -0.01], [-0.02, 0.00, 0.00], [0.00, -0.01, -0.01], [0.00, 0.01, 0.00], [0.04, 0.01, -0.03], [0.00, 0.00, 0.04], [0.00, 0.00, 0.00], [0.01, 0.00, 0.00], [-0.01, -0.02, -0.03]],
  "nbo_charge": [0.45, -0.64, -0.05, -0.82, 1.80, -0.16, -0.28, -0.82, -0.04, -0.64, 0.25, 0.24, 0.23, 0.21, 0.20, 0.15, 0.22, 0.22, 0.24, 0.24, -0.42, -0.28, -0.01, -0.04, -0.33, 0.25, 0.16, 0.40, -0.24, -0.08, -0.22, 0.07, -0.51, 0.25, 0.25, 0.24, 0.27, 0.26, 0.24, 0.26, 0.27, 0.23],
  "total_charge": 2,
  "homo_ev": [-15.11, -15.22],
  "multiplicity": 2,
  "lumo_energy_ev": [-8.8, -8.3],
  "total_energy_ha": -2451.8750
}


3.
{
  "formula": "C13H19N5O",
  "method": "wB97M-V/def2-TZVPD",
  "species": ["C", "C", "H", "H", "C", "N", "C", "N", "N", "N", "N", "H", "C", "C", "C", "C", "C", "C", "C", "O", "C", "C", "H", "H", "H", "H", "H", "H", "H", "H", "H", "H", "H", "H", "H", "H", "H", "H"],
  "coordinates": [[-0.971505, 4.831467, -2.171356], [-0.168227, 3.768883, -1.434486], [0.895586, 3.892443, -1.645402], [-0.461990, 2.776359, -1.786280], [-0.382113, 3.866791, 0.078732], [0.380841, 2.882666, 0.789633], [0.119827, 1.568689, 1.045552], [1.141471, 1.072748, 1.718074], [2.006591, 2.071035, 1.859484], [1.594030, 3.136231, 1.328193], [-1.040297, 0.941293, 0.743513], [-1.581761, 1.345768, -0.005980], [-1.069108, -0.502014, 0.840973], [-0.346405, -1.227692, -0.269557], [-0.132456, -0.668706, -1.515229], [0.552390, -1.356822, -2.504333], [1.029120, -2.625019, -2.241892], [0.822379, -3.209420, -1.002980], [0.134917, -2.521683, -0.010760], [-0.131153, -3.011844, 1.227756], [0.458791, -4.233413, 1.628661], [0.130872, -4.436876, 3.099554], [0.535237, -3.615201, 3.684042], [-0.946313, -4.464941, 3.239334], [0.561478, -5.370723, 3.449196], [0.054471, -5.062591, 1.030609], [1.546586, -4.191358, 1.485168], [1.202587, -4.202087, -0.820630], [1.567734, -3.171227, -3.001678], [0.712170, -0.900189, -3.469104], [-0.498295, 0.325859, -1.729456], [-2.117071, -0.816859, 0.874806], [-0.597180, -0.771203, 1.788318], [-0.046991, 4.843206, 0.436318], [-1.441198, 3.743348, 0.329965], [-0.809559, 4.751947, -3.243028], [-2.035526, 4.715535, -1.974767], [-0.669928, 5.825603, -1.850961]],
  "atomic_forces_ev_per_a": [[0.12, -0.19, 0.05], [-0.14, 0.18, 0.12], [0.01, -0.10, 0.04], [0.07, -0.05, 0.02], [0.07, 0.19, -0.47], [-0.10, -1.50, 0.54], [0.58, 1.13, 0.12], [-0.91, -0.89, -0.30], [0.81, 0.15, 0.37], [0.13, 1.18, -0.32], [-0.53, 0.01, -0.31], [0.09, 0.00, 0.08], [0.01, -0.24, 0.16], [0.05, -0.14, 0.17], [-0.02, -0.09, 0.11], [0.04, -0.02, -0.15], [-0.01, 0.10, -0.08], [-0.01, -0.20, 0.28], [-0.03, 0.20, -0.32], [-0.09, 0.20, -0.02], [0.11, -0.35, 0.23], [0.04, 0.16, -0.42], [0.05, 0.05, 0.09], [-0.10, -0.04, 0.05], [0.03, -0.10, 0.06], [0.09, 0.13, 0.01], [-0.13, 0.01, -0.06], [0.02, -0.08, 0.05], [0.05, -0.05, -0.06], [0.02, 0.03, -0.08], [-0.01, 0.10, 0.03], [0.12, 0.01, 0.10], [-0.20, 0.00, -0.08], [-0.12, -0.09, 0.03], [0.09, 0.06, 0.04], [-0.04, 0.06, -0.09], [-0.13, 0.04, -0.02], [-0.01, 0.15, -0.01]],
  "nbo_charge": [-0.61, -0.40, 0.22, 0.19, -0.22, -0.23, 0.50, -0.37, -0.05, -0.08, -0.60, 0.39, -0.24, -0.11, -0.19, -0.24, -0.19, -0.31, 0.39, -0.52, -0.06, -0.62, 0.22, 0.21, 0.21, 0.17, 0.18, 0.22, 0.21, 0.21, 0.19, 0.21, 0.25, 0.23, 0.20, 0.22, 0.20, 0.21],
  "homo_ev": -8.56,
  "smiles": "CCCn1nnnc1NCc1ccccc1OCC",
  "lumo_energy_ev": 0.6,
  "total_energy_ha": -855.7543,
  "de_lowest_kcal_mol": 0.26
}


Strongest force on any atom for every record listed, in sequence, given in eV/Å: 0.90 0.69 1.60.